Entry from OMol25: C5H8NO5S as an isolated structure in a non-equilibrium geometry (wB97M-V/def2-TZVPD).

gap between HOMO and LUMO	9.02	eV
lowest unoccupied orbital energy	3.37	eV
total charge	-1
energy relative to the best compared isomer or geometry (same formula, charge and spin)	0.422	eV
2S+1	1
total energy	-27878.4906	eV
HOMO energy	-5.7	eV

Cartesian coordinates (Å):
1 C 0.345 0.076 -2.109
2 C -0.387 -0.826 1.267
3 C -0.157 0.456 0.365
4 C -1.178 1.545 0.728
5 C 1.272 0.976 0.558
6 N -0.385 -0.020 -0.950
7 O 0.414 -1.124 -2.611
8 O 0.762 1.106 -2.601
9 O 1.231 -2.343 -0.589
10 O -0.972 -2.971 -1.599
11 O -0.894 -1.885 0.541
12 S -0.106 -2.006 -0.997
13 H 0.573 -1.112 1.721
14 H -1.107 -0.593 2.059
15 H -1.090 2.370 0.025
16 H -0.993 1.915 1.737
17 H -2.185 1.140 0.669
18 H 1.429 1.846 -0.076
19 H 1.972 0.199 0.260
20 H 1.457 1.248 1.600

Atoms 1-3, force components in eV/Å:
C 0.1 0.7 -0.4
C 0.3 0.2 0.3
C 0.2 0.5 0.4

Entry from OMol25: a 2-piece molecular cluster, C5H8NOS overall in a non-equilibrium geometry (wB97M-V/def2-TZVPD).

gap between HOMO and LUMO	8.57	eV
lowest unoccupied orbital energy	-4.68	eV
total charge	+1
energy relative to the best compared isomer or geometry (same formula, charge and spin)	2.636	eV
2S+1	1
total energy	-19678.1450	eV
HOMO energy	-13.2	eV

Cartesian coordinates (Å):
1 C -1.528 1.268 0.412
2 C -2.780 0.941 0.675
3 C -1.859 -0.461 -0.998
4 C 1.191 -1.127 0.567
5 C 0.416 0.339 -0.724
6 N -0.979 0.425 -0.488
7 O 0.973 1.523 -0.326
8 S -3.341 -0.414 -0.203
9 H -0.926 2.039 0.821
10 H -3.466 1.392 1.339
11 H -1.486 -1.110 -1.703
12 H 0.475 -0.848 1.366
13 H 2.156 -0.759 0.608
14 H 1.238 -2.252 0.263
15 H 0.765 0.061 -1.811
16 H 1.932 1.527 -0.634

Atoms 1-3, force components in eV/Å:
C 0.8 0.4 0.4
C -1.8 -0.5 0.4
C 0.5 1.5 2.1

Entry from OMol25: C5H8NP in the gas phase in a non-equilibrium geometry (wB97M-V/def2-TZVPD).

gap between HOMO and LUMO	9.13	eV
lowest unoccupied orbital energy	0.24	eV
energy relative to the best compared isomer or geometry (same formula, charge and spin)	1.107	eV
2S+1	1
SMILES	CC1=P(C)=CN=C1
total energy	-16091.7742	eV
HOMO energy	-8.9	eV

Cartesian coordinates (Å):
1 C -0.976 1.615 0.743
2 C 0.224 0.859 0.351
3 P 0.756 -0.880 0.827
4 C 0.085 -2.082 -0.409
5 C 2.281 -0.428 0.049
6 N 2.507 0.775 -0.262
7 C 1.340 1.548 -0.079
8 H -0.887 2.662 0.464
9 H -1.177 1.653 1.754
10 H -1.994 1.312 0.419
11 H 0.875 -2.768 -0.441
12 H -0.037 -1.653 -1.459
13 H -0.906 -2.611 -0.176
14 H 3.167 -1.045 0.081
15 H 1.225 2.616 -0.118

Atoms 1-3, force components in eV/Å:
C -1.6 0.5 -1.5
C 1.4 -0.1 0.0
P -1.6 1.6 -0.4

Entry from OMol25: C5H8NP in the gas phase in a non-equilibrium geometry (wB97M-V/def2-TZVPD).

gap between HOMO and LUMO	8.82	eV
lowest unoccupied orbital energy	0.96	eV
energy relative to the best compared isomer or geometry (same formula, charge and spin)	2.016	eV
2S+1	1
SMILES	Cc1cccn1P
total energy	-16090.8656	eV
HOMO energy	-7.9	eV

Cartesian coordinates (Å):
1 C 0.164 2.014 -0.072
2 C 0.747 0.707 0.055
3 C 1.775 -0.134 0.060
4 C 1.393 -1.475 0.183
5 C 0.051 -1.613 0.087
6 N -0.524 -0.403 -0.032
7 P -2.128 0.030 0.358
8 H -0.572 2.029 0.702
9 H 0.917 2.695 -0.190
10 H -0.593 2.089 -0.988
11 H 2.835 0.124 -0.211
12 H 2.109 -2.295 0.313
13 H -0.568 -2.527 0.181
14 H -2.840 -1.319 0.509
15 H -2.767 0.078 -0.957

Atoms 1-3, force components in eV/Å:
C -3.0 -1.2 -2.5
C -4.4 -4.3 -1.1
C 2.5 1.3 -0.6

Entry from OMol25: an isolated ion of composition C5H8NS and charge +1 in a non-equilibrium geometry (wB97M-V/def2-TZVPD).

gap between HOMO and LUMO	10.14	eV
lowest unoccupied orbital energy	-3.27	eV
total charge	+1
energy relative to the best compared isomer or geometry (same formula, charge and spin)	2.172	eV
2S+1	1
SMILES	C[C@@H]1[C@H]2SC=C[N@@H+]12
total energy	-17630.7591	eV
HOMO energy	-13.4	eV

Cartesian coordinates (Å):
1 C 1.185 -0.681 -1.605
2 C 0.159 -0.532 -0.569
3 C -0.657 0.638 -0.553
4 S -2.230 0.764 0.239
5 C -1.515 0.217 1.737
6 C -0.191 0.187 1.754
7 N 0.409 0.524 0.504
8 H 1.289 -1.713 -2.113
9 H 2.227 -0.564 -1.162
10 H 0.875 -0.104 -2.500
11 H -0.490 -1.399 -0.188
12 H -0.614 1.400 -1.428
13 H -2.073 -0.080 2.660
14 H 0.380 0.220 2.747
15 H 1.246 1.125 0.477

Atoms 1-3, force components in eV/Å:
C 1.9 -2.0 -1.9
C -1.6 -2.2 0.7
C -1.4 3.3 -2.1

Entry from OMol25: an isolated ion of composition C5H8NS and charge +1 in a non-equilibrium geometry (wB97M-V/def2-TZVPD).

gap between HOMO and LUMO	8.29	eV
lowest unoccupied orbital energy	-5.31	eV
total charge	+1
energy relative to the best compared isomer or geometry (same formula, charge and spin)	3.550	eV
2S+1	1
total energy	-17629.3811	eV
HOMO energy	-13.6	eV

Cartesian coordinates (Å):
1 C -2.233 0.081 0.381
2 C 0.335 0.117 -0.775
3 C -2.784 -0.586 1.301
4 C 0.292 -0.966 -1.686
5 C 1.681 1.706 0.551
6 N 1.277 0.623 -0.235
7 S -1.579 0.970 -0.730
8 H -3.475 -1.398 1.162
9 H -2.223 -0.533 2.317
10 H 0.440 -1.882 -1.024
11 H 1.149 -0.808 -2.244
12 H -0.643 -1.129 -2.274
13 H 2.824 1.614 0.756
14 H 1.237 1.503 1.594
15 H 1.494 2.657 0.179

Atoms 1-3, force components in eV/Å:
C 0.3 0.7 -1.1
C 0.6 1.5 0.7
C 1.2 -1.2 3.0

Entry from OMol25: C5H8O as an isolated structure (wB97M-V/def2-TZVPD).

gap between HOMO and LUMO	10.17	eV
lowest unoccupied orbital energy	1.11	eV
energy relative to the best compared isomer or geometry (same formula, charge and spin)	3.037	eV
2S+1	1
total energy	-7359.2185	eV
HOMO energy	-9.1	eV

Cartesian coordinates (Å):
1 C 1.660 -0.067 0.555
2 C 0.631 0.492 -0.429
3 C -0.751 0.089 -0.986
4 C -1.369 -1.019 -0.178
5 O -0.988 -0.350 1.050
6 C -0.614 0.822 0.296
7 H 1.388 0.340 1.540
8 H 2.637 0.357 0.307
9 H 1.734 -1.147 0.681
10 H 1.032 1.251 -1.101
11 H -1.120 0.530 -1.906
12 H -0.943 -2.021 -0.301
13 H -2.464 -1.063 -0.251
14 H -0.834 1.789 0.723

Atoms 1-3, force components in eV/Å:
C 0.2 -0.2 -0.1
C 0.0 0.4 0.3
C -0.1 -0.1 -0.2

Entry from OMol25: C5H8O in the gas phase in a non-equilibrium geometry (wB97M-V/def2-TZVPD).

gap between HOMO and LUMO	9.63	eV
lowest unoccupied orbital energy	1.14	eV
energy relative to the best compared isomer or geometry (same formula, charge and spin)	3.631	eV
2S+1	1
SMILES	C[C@]12C[C@H]1CO2
total energy	-7358.6245	eV
HOMO energy	-8.5	eV

Cartesian coordinates (Å):
1 C -1.941 0.066 0.450
2 C -0.410 -0.102 0.217
3 C 0.240 0.732 -0.854
4 C 0.882 -0.576 -0.760
5 C 1.626 -0.536 0.554
6 O 0.369 -0.388 1.354
7 H -2.484 -0.832 0.761
8 H -2.130 0.815 1.245
9 H -2.449 0.478 -0.433
10 H 1.030 1.478 -0.801
11 H -0.457 0.826 -1.685
12 H 1.258 -1.106 -1.640
13 H 2.178 0.368 0.817
14 H 2.315 -1.383 0.716

Atoms 1-3, force components in eV/Å:
C 0.4 -0.3 -0.2
C 0.1 0.0 -0.5
C 0.5 0.8 -0.2

> The highest lowest unoccupied orbital energy belongs to which entry?

C5H8NO5S